No. 1
{"formula": "C12H43AlNO9", "method": "ωB97M-V with the def2-TZVPD basis set", "e_lumo_ev": 2.4, "spin_multiplicity": 1, "charge": -1, "gap_ev": 7.02, "species": ["C", "N", "C", "C", "O", "C", "Al", "H", "H", "H", "H", "H", "H", "H", "H", "H", "H", "H", "C", "O", "H", "H", "H", "H", "C", "O", "H", "H", "H", "H", "C", "O", "H", "H", "H", "H", "C", "O", "H", "H", "H", "H", "C", "O", "H", "H", "H", "H", "C", "O", "H", "H", "H", "H", "C", "O", "H", "H", "H", "H", "C", "O", "H", "H", "H", "H"], "xyz": [[1.75, -1.05, 0.71], [1.82, 0.34, 0.26], [2.60, 0.46, -0.99], [0.60, 1.03, 0.12], [0.68, 2.19, -0.32], [-0.71, 0.43, 0.43], [-1.25, -1.14, -0.80], [1.29, -1.16, 1.68], [2.79, -1.39, 0.84], [1.31, -1.72, -0.02], [3.09, 1.43, -1.03], [3.38, -0.30, -0.98], [1.97, 0.37, -1.87], [-0.84, 0.18, 1.48], [-1.43, 1.23, 0.24], [-0.92, -2.53, -0.03], [-0.24, -1.06, -2.05], [-2.82, -1.09, -1.24], [-1.67, -5.76, 0.74], [-0.53, -5.05, 1.23], [-1.80, -5.53, -0.31], [-1.51, -6.84, 0.88], [-2.57, -5.46, 1.29], [-0.44, -5.27, 2.16], [1.15, -0.75, -5.35], [0.16, -0.16, -4.54], [0.90, -1.80, -5.45], [1.18, -0.30, -6.35], [2.14, -0.67, -4.89], [0.37, 0.77, -4.42], [3.71, 4.60, -1.58], [2.90, 4.60, -0.42], [4.48, 5.35, -1.45], [4.18, 3.62, -1.72], [3.11, 4.84, -2.47], [2.22, 3.91, -0.53], [-0.15, -1.31, 4.58], [-0.22, -1.96, 3.32], [-0.64, -0.34, 4.47], [-0.66, -1.88, 5.36], [0.89, -1.14, 4.89], [0.21, -2.82, 3.41], [-2.48, 2.61, 3.58], [-1.29, 1.83, 3.53], [-3.29, 1.96, 3.87], [-2.39, 3.41, 4.33], [-2.70, 3.05, 2.61], [-0.57, 2.41, 3.26], [-3.77, -4.59, -2.47], [-2.60, -5.41, -2.57], [-4.61, -5.25, -2.24], [-3.65, -3.84, -1.69], [-3.96, -4.09, -3.43], [-1.86, -4.82, -2.77], [-6.48, 3.46, 3.44], [-5.31, 3.52, 4.25], [-6.32, 2.69, 2.69], [-7.36, 3.20, 4.03], [-6.66, 4.41, 2.93], [-5.44, 4.20, 4.91], [6.73, 2.61, -3.24], [6.17, 1.73, -2.28], [6.04, 2.69, -4.07], [6.88, 3.61, -2.81], [7.69, 2.23, -3.61], [6.79, 1.67, -1.54]]}


No. 2
{"formula": "C12H44F3N22O14S", "method": "ωB97M-V with the def2-TZVPD basis set", "e_lumo_ev": 1.8, "spin_multiplicity": 1, "charge": -1, "gap_ev": 8.70, "species": ["C", "F", "F", "F", "S", "O", "O", "O", "C", "O", "N", "N", "H", "H", "H", "H", "C", "O", "N", "N", "H", "H", "H", "H", "C", "O", "N", "N", "H", "H", "H", "H", "C", "O", "N", "N", "H", "H", "H", "H", "C", "O", "N", "N", "H", "H", "H", "H", "C", "O", "N", "N", "H", "H", "H", "H", "C", "O", "N", "N", "H", "H", "H", "H", "C", "O", "N", "N", "H", "H", "H", "H", "C", "O", "N", "N", "H", "H", "H", "H", "C", "O", "N", "N", "H", "H", "H", "H", "C", "O", "N", "N", "H", "H", "H", "H"], "xyz": [[-0.60, 0.13, 0.66], [-0.45, 0.11, 2.03], [-1.91, -0.12, 0.41], [-0.43, 1.37, 0.21], [0.65, -1.01, -0.20], [0.32, -2.34, 0.30], [0.40, -0.77, -1.60], [1.99, -0.48, 0.08], [-0.71, -1.99, -5.19], [0.19, -1.29, -5.64], [-0.90, -2.19, -3.84], [-1.62, -2.66, -5.92], [-0.28, -1.79, -3.15], [-1.65, -2.73, -3.44], [-2.51, -2.37, -5.56], [-1.41, -2.52, -6.90], [-2.50, -3.22, 2.21], [-2.63, -4.33, 2.79], [-1.53, -2.39, 2.45], [-3.36, -2.66, 1.38], [-1.48, -1.60, 1.83], [-0.76, -2.61, 3.07], [-3.20, -1.67, 1.21], [-4.08, -3.31, 1.12], [-1.98, 2.98, 2.74], [-3.11, 2.77, 3.14], [-0.93, 2.66, 3.38], [-1.60, 3.65, 1.73], [-1.05, 2.16, 4.26], [-0.04, 2.93, 3.01], [-0.65, 3.95, 1.62], [-2.33, 3.76, 1.03], [3.32, 0.49, -4.28], [3.22, 1.38, -5.06], [2.41, -0.39, -4.12], [4.32, 0.40, -3.42], [1.53, -0.25, -4.59], [2.54, -1.16, -3.49], [4.43, -0.43, -2.85], [4.96, 1.16, -3.23], [-2.40, 2.55, -2.25], [-2.26, 3.43, -3.04], [-2.79, 2.70, -1.04], [-2.10, 1.28, -2.46], [-2.83, 1.79, -0.61], [-3.45, 3.40, -0.72], [-1.74, 1.16, -3.40], [-2.15, 0.59, -1.74], [0.00, 5.55, -1.06], [0.88, 6.28, -0.54], [0.07, 4.28, -1.06], [-1.09, 5.97, -1.54], [0.82, 3.99, -0.45], [-0.75, 3.70, -1.09], [-1.20, 6.92, -1.22], [-1.71, 5.30, -1.98], [4.91, 0.41, 1.29], [5.99, 0.74, 1.77], [4.53, 0.41, 0.05], [3.84, 0.28, 2.01], [5.20, 0.82, -0.59], [3.55, 0.30, -0.15], [3.14, -0.17, 1.44], [3.97, -0.02, 2.96], [2.13, 3.60, 1.67], [1.18, 4.23, 2.00], [2.15, 2.64, 0.79], [3.38, 3.90, 1.93], [1.39, 2.17, 0.33], [2.97, 2.07, 0.91], [4.18, 3.35, 1.66], [3.47, 4.64, 2.62], [3.87, -3.16, 3.43], [4.41, -2.13, 3.82], [4.21, -4.30, 3.80], [3.04, -3.14, 2.37], [3.87, -5.00, 3.16], [4.86, -4.45, 4.56], [2.50, -3.87, 1.92], [2.85, -2.25, 1.92], [-0.76, -5.60, -0.29], [0.48, -5.74, -0.21], [-1.63, -6.58, -0.33], [-1.33, -4.49, -0.53], [-1.16, -7.46, -0.47], [-2.53, -6.34, -0.73], [-2.33, -4.53, -0.43], [-0.69, -3.71, -0.42], [-4.84, 0.34, 1.27], [-4.62, 0.90, 0.24], [-4.16, 0.55, 2.32], [-5.81, -0.41, 1.45], [-4.31, -0.15, 3.03], [-3.45, 1.27, 2.44], [-6.10, -0.84, 2.32], [-6.29, -0.81, 0.66]]}


No. 3
{"formula": "C12H44N4O10", "method": "ωB97M-V with the def2-TZVPD basis set", "smiles": "NC(N)=O.NC(N)=O.CCO.CCO.CO.CO.CO.CO.CO.CO", "e_above_lowest_kj_mol": 231.8, "e_lumo_ev": 0.4, "spin_multiplicity": 1, "gap_ev": 9.68, "species": ["C", "C", "O", "H", "H", "H", "H", "H", "H", "C", "C", "O", "H", "H", "H", "H", "H", "H", "C", "O", "N", "N", "H", "H", "H", "H", "C", "O", "N", "N", "H", "H", "H", "H", "C", "O", "H", "H", "H", "H", "C", "O", "H", "H", "H", "H", "C", "O", "H", "H", "H", "H", "C", "O", "H", "H", "H", "H", "C", "O", "H", "H", "H", "H", "C", "O", "H", "H", "H", "H"], "xyz": [[16.15, 14.53, 11.84], [15.56, 15.76, 11.19], [14.31, 16.05, 11.78], [16.85, 14.23, 11.09], [15.40, 13.74, 11.88], [16.76, 14.75, 12.70], [15.37, 15.37, 10.16], [16.17, 16.67, 11.14], [13.72, 16.48, 11.13], [13.29, 11.72, 12.04], [12.40, 12.64, 11.31], [11.79, 13.43, 12.33], [13.78, 11.09, 11.30], [12.76, 11.08, 12.69], [14.03, 12.27, 12.66], [11.69, 12.03, 10.74], [12.91, 13.35, 10.57], [11.40, 14.16, 11.84], [17.87, 10.84, 12.67], [18.61, 11.84, 13.10], [16.57, 10.82, 12.71], [18.35, 9.86, 12.03], [16.14, 11.50, 13.37], [16.01, 9.99, 12.45], [19.37, 9.81, 11.86], [17.81, 9.04, 11.68], [15.24, 11.85, 15.37], [15.95, 10.70, 15.68], [15.82, 12.76, 14.63], [13.99, 11.98, 15.69], [16.86, 12.79, 14.46], [15.38, 13.71, 14.50], [13.57, 11.41, 16.47], [13.42, 12.75, 15.16], [19.63, 12.46, 9.99], [19.15, 13.45, 10.92], [18.91, 12.30, 9.13], [19.80, 11.45, 10.40], [20.55, 12.85, 9.55], [19.32, 12.96, 11.72], [14.63, 8.39, 13.74], [14.90, 8.15, 12.34], [14.51, 9.45, 13.90], [15.47, 8.06, 14.32], [13.75, 7.88, 14.14], [14.13, 8.33, 11.79], [20.35, 8.84, 9.67], [20.95, 8.96, 10.96], [20.52, 9.75, 9.12], [19.32, 8.73, 9.80], [20.72, 7.94, 9.06], [21.07, 8.05, 11.27], [16.66, 10.00, 9.44], [16.07, 11.07, 10.04], [16.41, 9.88, 8.43], [16.47, 9.06, 9.97], [17.74, 10.14, 9.48], [16.31, 11.02, 10.97], [17.89, 6.98, 12.51], [17.41, 7.12, 11.20], [17.28, 7.44, 13.28], [18.90, 7.41, 12.68], [17.78, 5.84, 12.79], [17.83, 6.47, 10.68], [19.02, 8.93, 15.41], [17.66, 8.65, 15.78], [19.36, 9.95, 15.57], [19.22, 8.62, 14.34], [19.74, 8.34, 16.02], [17.18, 9.48, 15.78]]}


No. 4
{"formula": "C12H45BN19O10S", "method": "ωB97M-V with the def2-TZVPD basis set", "e_lumo_ev": -4.0, "spin_multiplicity": 1, "charge": 1, "gap_ev": 6.44, "species": ["C", "C", "C", "S", "B", "N", "O", "H", "H", "H", "H", "H", "H", "H", "H", "H", "C", "O", "N", "N", "H", "H", "H", "H", "C", "O", "N", "N", "H", "H", "H", "H", "C", "O", "N", "N", "H", "H", "H", "H", "C", "O", "N", "N", "H", "H", "H", "H", "C", "O", "N", "N", "H", "H", "H", "H", "C", "O", "N", "N", "H", "H", "H", "H", "C", "O", "N", "N", "H", "H", "H", "H", "C", "O", "N", "N", "H", "H", "H", "H", "C", "O", "N", "N", "H", "H", "H", "H"], "xyz": [[2.26, -0.55, 3.33], [1.10, -0.04, 2.93], [-0.09, -0.92, 2.65], [-1.03, -1.11, 4.20], [-2.92, -0.73, 3.98], [-3.34, 0.39, 3.21], [-3.73, -1.61, 4.59], [2.43, -1.62, 3.34], [3.07, 0.08, 3.66], [0.99, 1.03, 2.81], [-0.72, -0.53, 1.85], [0.28, -1.90, 2.34], [-0.56, -0.08, 4.93], [-4.27, 0.14, 2.83], [-3.53, 1.19, 3.82], [-3.34, -2.48, 4.76], [-0.68, -0.58, -1.28], [-0.04, 0.29, -0.70], [-0.14, -1.62, -1.95], [-2.06, -0.56, -1.23], [-0.68, -2.34, -2.39], [0.87, -1.67, -1.98], [-2.48, 0.19, -0.70], [-2.65, -1.26, -1.64], [1.59, -4.92, 5.81], [2.37, -5.82, 5.59], [1.13, -4.10, 4.79], [1.11, -4.63, 7.05], [0.48, -3.36, 4.93], [1.48, -4.30, 3.87], [1.43, -5.21, 7.81], [0.46, -3.89, 7.25], [-0.92, 3.69, -2.63], [-0.27, 4.57, -3.18], [-1.69, 3.95, -1.53], [-0.92, 2.40, -3.06], [-2.22, 3.25, -1.05], [-1.71, 4.90, -1.19], [-0.35, 2.18, -3.86], [-1.43, 1.67, -2.61], [-2.49, -3.72, 0.31], [-2.08, -3.71, -0.84], [-2.93, -4.84, 0.93], [-2.54, -2.55, 1.05], [-3.29, -4.86, 1.87], [-2.91, -5.69, 0.41], [-2.21, -1.71, 0.60], [-2.91, -2.51, 1.98], [4.60, 0.14, -1.07], [5.70, 0.41, -0.65], [4.42, -0.76, -2.10], [3.45, 0.68, -0.57], [3.52, -0.98, -2.48], [5.24, -1.18, -2.51], [3.54, 1.37, 0.17], [2.53, 0.47, -0.91], [-0.69, 5.73, -7.20], [-0.36, 6.00, -8.34], [-1.98, 5.89, -6.76], [0.18, 5.25, -6.26], [-2.27, 5.69, -5.82], [-2.65, 6.25, -7.41], [1.13, 5.13, -6.55], [-0.09, 5.03, -5.32], [3.46, 4.55, 0.35], [3.59, 3.33, 0.33], [2.52, 5.19, -0.40], [4.27, 5.35, 1.11], [2.42, 6.19, -0.41], [1.93, 4.63, -0.99], [4.99, 4.90, 1.65], [4.20, 6.35, 1.13], [6.02, -4.13, -3.67], [6.45, -3.02, -3.41], [5.59, -4.99, -2.69], [5.93, -4.61, -4.94], [5.25, -5.91, -2.87], [5.66, -4.67, -1.74], [6.25, -4.00, -5.68], [5.59, -5.52, -5.18], [-7.00, 0.59, 1.90], [-6.10, -0.07, 2.42], [-7.69, 1.53, 2.58], [-7.36, 0.39, 0.60], [-8.44, 2.07, 2.17], [-7.45, 1.68, 3.54], [-6.88, -0.32, 0.09], [-8.10, 0.90, 0.16]]}